(1)
Here is 8 unconnected molecules or ions with the total composition C48H125N7O13 in a non-equilibrium geometry from the OMol25 dataset. Energies are from ωB97M-V/def2-TZVPD.

The geometry in ORCA input format:
```
! RIJCOSX wB97M-V def2-TZVPD def2/J DEFGRID3
* xyz 6 1
O 2.16 -6.69 4.41
O -2.00 0.61 1.51
O 1.27 -5.17 -3.95
O 1.71 -3.27 4.88
O 1.28 -1.05 -4.99
O -5.15 -1.17 -0.76
O -3.56 2.83 6.45
O 4.35 2.68 -3.45
O -5.06 1.78 3.60
O 0.00 3.49 -2.29
O 3.25 5.91 -1.32
O -4.16 -0.08 6.03
O -5.10 2.67 -1.00
N 4.04 -4.87 4.61
N -2.26 3.18 -0.24
N -4.98 -0.66 1.85
N -2.31 1.08 4.46
N 1.69 -4.65 -7.05
N 2.69 1.39 -5.26
N 3.25 3.96 0.99
C 4.03 -3.35 4.41
C 1.52 -5.90 -6.23
C -5.42 -0.63 3.29
C -6.30 1.91 -1.17
C -0.44 -1.32 1.38
C 1.94 3.82 0.21
C 3.66 2.55 1.41
C 4.25 5.94 -0.34
C -2.45 3.26 -1.75
C 3.84 1.57 0.27
C 2.67 -2.91 3.94
C 3.30 3.45 -3.95
C -1.95 -0.19 5.19
C -3.48 3.66 0.53
C 3.76 -4.00 -5.67
C -1.75 2.40 4.93
C 3.24 7.04 -2.20
C 2.54 -4.95 -8.28
C 2.15 2.60 -4.51
C 5.60 3.36 -3.22
C 1.82 -5.61 -9.45
C 0.37 -2.93 4.55
C -4.12 -1.86 -0.10
C -2.17 2.84 6.31
C -4.46 -2.00 1.36
C 4.01 4.64 3.39
C -5.50 3.02 4.13
C 0.47 -5.07 -2.81
C -0.07 -1.35 -4.65
C 0.07 4.83 -2.82
C 2.55 -6.20 3.17
C -4.68 2.79 0.33
C 4.41 4.52 0.23
C 3.19 0.18 -4.52
C -4.88 -1.05 -2.15
C -1.25 2.88 -2.60
C 2.42 -3.57 -6.27
C -5.14 -0.22 7.08
C 3.97 -5.67 3.33
C -2.89 -0.50 6.37
C -5.97 0.73 3.65
C 3.00 4.77 2.27
C 0.61 -5.83 -5.01
C 0.35 -4.11 -7.48
C -0.67 0.20 1.29
C 0.90 -7.33 4.37
C -3.97 3.07 7.79
C 2.07 -0.63 -3.90
H -3.33 1.24 4.41
H 4.71 3.91 -0.62
H 5.24 6.21 -0.72
H -2.13 -0.91 4.38
H 3.61 -4.52 -4.72
H 2.16 3.33 -0.73
H 1.93 1.00 -5.83
H -2.42 -0.04 7.24
H -2.80 4.29 -1.85
H 5.25 4.54 0.91
H -1.71 2.12 7.01
H 0.79 -7.97 3.50
H 1.47 2.28 -3.73
H 2.43 -1.44 -3.26
H 3.68 5.25 4.23
H 2.36 -5.63 -10.40
H 2.44 -2.63 -6.81
H 4.29 -5.03 2.51
H -1.06 -1.88 2.08
H 1.89 -5.55 2.58
H -0.23 -4.90 -7.93
H -4.69 0.27 7.95
H 5.00 4.93 3.06
H -3.23 2.54 -2.00
H -3.90 -0.56 -2.30
H -5.96 3.00 5.11
H -6.05 0.31 6.84
H -6.32 3.35 3.47
H -1.51 3.14 -3.64
H -0.18 -3.80 4.19
H 4.86 -3.05 3.78
H 4.37 -3.11 -5.47
H -2.02 0.93 3.46
H 1.97 4.51 2.53
H -3.86 -2.84 -0.52
H -1.78 3.83 6.55
H 2.50 -3.33 2.93
H -5.44 3.15 1.03
H -2.89 -1.60 6.39
H 3.66 -0.38 -5.33
H 2.46 -6.34 -5.90
H 1.49 0.02 -3.22
H 4.57 -6.56 3.50
H -0.57 5.46 -2.19
H -0.61 -1.36 -5.59
H -4.48 1.75 0.63
H 4.59 1.80 -0.49
H -0.16 -2.61 5.44
H -3.75 4.66 0.18
H -6.22 1.00 -0.57
H 1.31 3.25 0.90
H -4.18 -0.03 1.62
H 4.01 6.67 0.43
H 3.25 -5.15 5.22
H -0.46 -0.64 -3.91
H 5.33 4.29 -2.72
H -0.20 -2.30 -4.12
H 0.87 -5.16 -9.74
H -0.36 -5.41 -5.27
H 2.94 5.80 1.93
H -0.14 -3.60 -6.65
H 1.04 -4.84 -1.90
H -0.76 -1.68 0.39
H 2.66 -7.06 2.49
H -5.79 -0.41 1.28
H -0.04 0.57 2.13
H 1.56 3.15 -5.25
H -5.24 -1.27 7.33
H 0.61 -1.61 1.45
H 6.13 3.55 -4.16
H 0.23 -2.11 3.82
H -1.54 3.85 0.02
H -0.67 2.43 4.82
H -4.87 -2.03 -2.63
H -4.78 3.83 4.01
H 2.57 -1.84 3.75
H 0.47 -6.88 -4.72
H 4.60 2.65 1.95
H 4.90 -5.06 5.12
H 6.23 2.67 -2.67
H 4.27 7.21 -2.53
H 1.83 -3.36 -5.38
H 2.69 6.87 -3.12
H 1.10 5.14 -2.68
H -0.25 4.97 -3.85
H -3.45 3.89 8.29
H -0.88 -0.21 5.39
H -5.04 3.21 7.86
H 3.43 -5.53 -8.04
H -3.58 -2.16 1.98
H 0.08 -6.60 4.29
H 1.65 4.85 0.03
H 4.17 -2.95 5.42
H -2.11 3.12 4.19
H -0.26 -4.26 -2.93
H 2.86 1.41 -0.19
H 4.37 -4.59 -6.35
H 0.62 -7.85 5.28
H -5.25 -2.69 1.65
H -5.66 -0.42 -2.57
H -4.66 -0.99 3.98
H -1.09 1.80 -2.65
H 2.90 4.11 -3.18
H 0.62 -3.36 -8.22
H -3.71 2.19 8.40
H -2.05 2.26 0.22
H -6.23 -1.36 3.32
H 4.05 3.61 3.76
H 1.66 -6.66 -9.17
H -6.98 0.92 3.26
H 3.98 0.49 -3.84
H -0.05 -6.00 -2.54
H 1.07 -6.61 -6.92
H -0.25 0.58 0.35
H -6.30 0.59 4.70
H 2.88 -3.96 -8.60
H 2.89 7.93 -1.68
H 3.73 4.01 -4.79
H -3.21 -1.25 -0.10
H -3.15 3.75 1.56
H 4.11 0.59 0.67
H -7.19 2.47 -0.89
H -6.31 1.65 -2.22
H 3.38 1.72 -5.94
H 2.91 2.28 2.16
*
```

Output
Total energy: -88784.085 eV
E_HOMO: -19.9 eV
Energy above the lowest of the compared OMol25 structures with the same formula, charge and spin: 0.0 kcal/mol

Atom charges from the Löwdin analysis, given in e for atoms 1 to 6: -0.174, -0.356, -0.197, -0.150, -0.212, -0.193

(2)
Here is 9 unconnected molecules or ions with the total composition C32H78Cl4O14 in a non-equilibrium geometry from the OMol25 dataset. Energies are from ωB97M-V/def2-TZVPD.

The geometry in ORCA input format:
```
! RIJCOSX wB97M-V def2-TZVPD def2/J DEFGRID3
* xyz 0 1
Cl 27.07 -4.96 7.92
Cl 27.62 -3.27 11.86
Cl 27.56 -1.10 16.67
Cl 24.90 -1.44 14.46
O 22.76 -5.63 16.82
O 29.41 -4.10 18.60
O 28.32 0.88 10.40
O 31.41 -3.71 13.92
O 32.32 -1.00 21.72
O 27.82 2.32 7.70
O 29.42 3.63 16.68
O 25.39 -5.11 17.56
O 31.04 1.40 15.31
O 33.88 -3.49 15.41
O 22.52 -1.67 10.36
O 31.17 -6.43 19.55
O 20.59 -0.28 11.83
O 30.04 -0.43 20.14
C 30.23 2.39 14.70
C 30.41 -3.77 17.66
C 29.15 1.08 9.28
C 24.77 -4.32 16.57
C 27.14 -4.43 10.58
C 30.81 0.12 14.78
C 28.31 1.03 8.03
C 26.78 -5.04 17.59
C 23.57 -2.50 9.95
C 23.28 -4.33 16.79
C 33.82 -3.74 14.03
C 34.93 -2.64 15.80
C 30.93 -3.16 12.74
C 31.19 -5.12 20.04
C 27.58 -3.85 9.25
C 31.96 0.34 21.38
C 30.20 3.68 15.49
C 28.64 -0.40 19.94
C 32.54 -4.55 13.81
C 30.39 -7.30 20.34
C 19.67 0.77 12.02
C 22.82 -0.97 11.55
C 28.98 1.00 11.62
C 21.36 -5.63 16.96
C 27.54 -1.77 15.03
C 21.92 0.22 11.69
C 30.47 0.42 21.17
C 29.96 2.80 17.69
C 26.61 -1.03 14.10
C 33.63 -1.32 21.30
C 26.75 2.27 6.78
C 29.90 -4.32 19.92
H 28.55 -1.81 14.63
H 32.55 0.71 20.54
H 32.56 -5.05 12.83
H 33.69 -1.36 20.21
H 35.91 -3.00 15.49
H 29.65 2.06 9.38
H 28.09 -0.70 20.83
H 30.24 1.47 20.93
H 30.01 0.17 22.13
H 32.45 -5.24 14.64
H 27.17 -4.14 18.05
H 20.91 -5.15 16.08
H 23.26 -3.04 9.06
H 34.72 -4.26 13.68
H 25.18 -3.31 16.61
H 30.55 2.54 13.67
H 26.74 -1.29 13.05
H 31.56 -5.03 21.07
H 31.01 3.01 17.91
H 31.73 -2.69 12.14
H 29.33 2.90 18.58
H 26.06 -4.56 10.60
H 22.79 -1.66 12.40
H 30.93 0.03 13.69
H 19.77 1.56 11.26
H 28.26 0.58 19.63
H 30.50 -3.84 11.98
H 29.98 0.36 9.21
H 27.12 1.94 5.80
H 21.04 -5.09 17.86
H 34.97 -2.65 16.89
H 24.45 -1.91 9.67
H 31.18 4.14 15.65
H 33.84 -2.33 21.65
H 29.33 -7.04 20.32
H 28.54 -1.13 19.14
H 27.30 -5.28 16.65
H 27.48 0.33 8.14
H 27.14 -2.89 9.02
H 34.80 -1.60 15.46
H 19.83 1.24 13.00
H 33.71 -2.81 13.46
H 23.07 -3.83 17.75
H 30.52 -8.31 19.96
H 21.91 0.86 10.80
H 31.94 -4.59 19.45
H 30.11 -2.50 13.00
H 22.82 -3.73 15.99
H 29.90 -3.56 16.72
H 27.13 -5.91 18.17
H 23.86 -3.22 10.72
H 29.96 0.51 11.70
H 28.40 0.60 12.45
H 25.02 -4.63 15.54
H 29.18 2.06 11.85
H 27.59 -5.39 10.82
H 26.69 0.04 14.27
H 32.27 0.98 22.22
H 23.88 -0.68 11.55
H 34.35 -0.63 21.75
H 30.73 -7.28 21.39
H 18.66 0.36 11.99
H 31.02 -4.64 17.44
H 25.98 1.53 7.06
H 31.04 -2.92 17.92
H 29.66 4.38 14.85
H 29.88 1.74 17.44
H 28.66 -3.83 9.23
H 21.02 -6.66 16.99
H 29.80 -0.21 15.04
H 31.50 -0.55 15.29
H 29.18 2.05 14.66
H 22.19 0.82 12.56
H 27.23 -2.82 15.09
H 30.08 -3.34 20.38
H 26.27 3.24 6.84
H 28.94 0.68 7.20
H 29.11 -4.77 20.53
*
```

Output
Total energy: -113194.814 eV
E_HOMO: -9.2 eV

Atom charges from the Löwdin analysis, given in e for atoms 1 to 6: 0.544, 0.664, 0.642, 0.606, -0.169, -0.206

(3)
Here is 2 unconnected molecules or ions with the total composition C13H21F3N2O3 from the OMol25 dataset. Energies are from ωB97M-V/def2-TZVPD.

The geometry in ORCA input format:
```
! RIJCOSX wB97M-V def2-TZVPD def2/J DEFGRID3
* xyz 0 1
F 3.97 4.32 -0.33
F 4.14 2.36 -1.19
F 2.19 3.19 -0.80
O 3.51 2.48 0.88
O 2.41 0.72 2.44
O 2.12 3.98 1.87
N 2.69 2.01 2.99
N -0.41 -3.13 -3.20
C -1.74 0.69 -0.02
C 1.30 -1.16 0.54
C 0.99 0.50 2.42
C 3.44 3.10 -0.35
C 2.71 2.94 1.90
C -1.09 -2.36 -2.29
C -1.61 2.19 0.26
C -0.99 -0.11 1.05
C -2.12 -3.11 -1.79
C -2.06 -4.38 -2.42
C 0.54 0.09 1.02
C -0.99 -4.37 -3.28
C -3.22 0.24 -0.10
H 0.76 -0.30 3.12
H -0.59 2.55 0.13
H 0.40 -2.84 -3.72
H -1.40 0.19 2.02
H -3.41 -0.36 -0.99
H 0.48 1.41 2.76
H -1.27 0.49 -0.99
H -0.78 -1.35 -2.08
H 0.78 0.92 0.34
H 3.65 1.91 3.32
H -1.22 -1.17 0.94
H -2.83 -2.79 -1.06
H -0.61 -5.12 -3.94
H 1.75 -1.69 1.39
H 2.13 -0.89 -0.11
H -3.89 1.10 -0.12
H -3.49 -0.36 0.77
H -1.94 2.42 1.27
H 0.64 -1.85 0.03
H -2.72 -5.22 -2.26
H -2.24 2.75 -0.43
*
```

Output
Total energy: -31095.331 eV
E_HOMO: -8.4 eV

Atom charges from the Löwdin analysis, given in e for atoms 1 to 6: 0.196, 0.198, 0.184, 0.155, -0.125, 0.190